{"formula": "FI2PS", "method": "wB97M-V/def2-TZVPD", "e_homo_ha": -0.3392, "smiles": "FP(=S)(I)I", "total_charge": 0, "homo_lumo_gap_ev": 6.483, "de_lowest_kcal_mol": 49.01, "energy_ev": -39042.867, "species": ["F", "P", "S", "I", "I"], "positions_angstrom": [[-1.401525, -0.926647, -0.056548], [-0.099687, 0.109935, 0.176834], [-0.679434, 2.386660, 0.236735], [1.093465, -0.158082, -2.091781], [1.087181, -1.411865, 1.734761]], "forces_ev_per_angstrom": [[2.070, 1.970, 0.389], [-1.957, 1.347, -1.761], [1.040, -4.282, 0.318], [-0.729, 0.021, 1.585], [-0.424, 0.944, -0.531]], "mulliken_charge": [-0.193, 0.242, -0.271, 0.095, 0.128]}

=====

{"formula": "FN2O2", "method": "wB97M-V/def2-TZVPD", "e_homo_ha": [-0.1741, -0.1354], "total_charge": -1, "homo_lumo_gap_ev": [9.304, 5.151], "de_lowest_kcal_mol": 0.00, "energy_ev": -9785.313, "spin_multiplicity": 3, "species": ["N", "N", "O", "O", "F"], "positions_angstrom": [[0.191496, 0.742050, 0.060143], [-0.603131, -0.212226, -0.088470], [-0.682211, -1.406625, -0.261761], [-1.594352, 0.474794, 0.147709], [2.688197, 0.402006, 0.142381]], "forces_ev_per_angstrom": [[7.290, 1.454, -0.857], [-2.025, -1.171, 0.609], [1.517, -0.623, -0.565], [-6.462, 0.424, 0.659], [-0.321, -0.084, 0.155]], "lowdin_spin": [1.108, 0.084, -0.005, 0.515, 0.298]}

=====

{"formula": "FN2O6Pt2", "method": "wB97M-V/def2-TZVPD", "e_homo_ha": [-0.5349, -0.4937], "total_charge": 1, "homo_lumo_gap_ev": [7.681, 5.598], "de_lowest_kcal_mol": 18.82, "energy_ev": -24449.281, "spin_multiplicity": 5, "species": ["Pt", "Pt", "N", "O", "O", "O", "N", "O", "O", "O", "F"], "positions_angstrom": [[1.440751, 3.103832, 2.109890], [-1.697835, 0.862546, 0.611566], [0.148067, -1.970608, 1.131307], [1.335918, -1.568972, 1.090055], [-0.090950, -3.180473, 1.224313], [-0.744389, -1.266784, 1.246587], [-0.196567, 0.652953, -2.185556], [-1.066992, 0.482777, -1.372299], [0.323509, 1.796719, -2.224390], [0.303477, -0.430813, -2.496603], [0.245013, 1.518824, 0.865129]], "forces_ev_per_angstrom": [[-0.785, -1.073, -0.899], [0.038, 0.593, -0.175], [5.726, -2.110, 0.799], [-1.480, -1.384, -0.436], [1.055, -1.041, -0.506], [-5.279, 4.102, 0.245], [6.768, 1.987, 0.440], [-5.542, -1.045, 2.484], [-1.315, -2.295, -1.443], [-0.176, 1.007, -1.655], [0.991, 1.260, 1.146]], "lowdin_spin": [0.961, 1.195, -0.035, 0.342, 0.545, 0.157, -0.020, 0.371, 0.105, 0.247, 0.131]}

=====

{"formula": "FNO2S", "method": "wB97M-V/def2-TZVPD", "e_homo_ha": -0.3941, "smiles": "O=[N+]([O-])SF", "total_charge": 0, "homo_lumo_gap_ev": 10.377, "de_lowest_kcal_mol": 14.68, "energy_ev": -19133.733, "species": ["O", "N", "O", "S", "F"], "positions_angstrom": [[1.461158, 0.890894, 0.046256], [0.656453, 0.025068, -0.025826], [0.754879, -1.142289, -0.028729], [-0.994739, 0.783262, -0.029526], [-1.877750, -0.556933, 0.037824]], "forces_ev_per_angstrom": [[1.645, 1.086, -0.130], [-2.327, 0.915, 0.388], [0.439, -1.708, -0.155], [0.061, -0.678, -0.013], [0.182, 0.384, -0.090]], "mulliken_charge": [-0.547, 0.986, -0.503, 0.255, -0.190]}

=====

{"formula": "FNO4S", "method": "wB97M-V/def2-TZVPD", "e_homo_ha": -0.4230, "total_charge": 0, "homo_lumo_gap_ev": 10.191, "de_lowest_kcal_mol": 47.09, "energy_ev": -23227.184, "species": ["N", "O", "O", "O", "O", "F", "S"], "positions_angstrom": [[-1.059765, 0.148525, 0.808085], [-0.269225, 0.281775, -0.006504], [-1.093856, -0.234937, 1.864386], [1.923323, 0.609610, -1.887424], [2.424398, -0.331531, 0.366959], [-2.397985, 0.280320, 0.238853], [1.671118, -0.399350, -0.897357]], "forces_ev_per_angstrom": [[-2.931, -0.860, -1.823], [1.329, 1.941, -2.035], [0.078, -0.800, 4.476], [-0.185, -0.213, 0.438], [-1.297, -0.061, -2.216], [-0.158, 0.434, 0.055], [3.163, -0.440, 1.105]], "mulliken_charge": [1.126, -0.450, -0.417, -0.400, -0.432, -0.243, 0.815]}

=====

{"formula": "FPS2", "method": "wB97M-V/def2-TZVPD", "e_homo_ha": -0.3551, "total_charge": 0, "homo_lumo_gap_ev": 8.561, "energy_ev": -33677.751, "species": ["F", "S", "S", "P"], "positions_angstrom": [[-0.321806, -1.357302, 0.937593], [-0.369921, 1.650834, 0.757576], [0.711217, -0.203986, -1.719457], [-0.019490, -0.089546, 0.024289]], "forces_ev_per_angstrom": [[0.313, 0.923, -0.965], [-0.170, -1.306, 0.427], [-0.145, -1.169, 0.375], [0.003, 1.553, 0.164]], "mulliken_charge": [-0.166, -0.229, -0.215, 0.611]}

=====

{"formula": "FRb", "method": "wB97M-V/def2-TZVPD", "e_homo_ha": -0.3248, "total_charge": 0, "homo_lumo_gap_ev": 8.292, "de_lowest_kcal_mol": 1.20, "energy_ev": -3372.775, "species": ["Rb", "F"], "positions_angstrom": [[0.644047, 0.898796, -0.206112], [-0.644047, -0.898796, 0.206112]], "forces_ev_per_angstrom": [[0.621, 0.872, -0.198], [-0.621, -0.872, 0.198]], "mulliken_charge": [0.910, -0.910]}

=====

{"formula": "FeH14O7", "method": "wB97M-V/def2-TZVPD", "e_homo_ha": [-0.9047, -0.8999], "total_charge": 3, "homo_lumo_gap_ev": [13.513, 8.603], "de_lowest_kcal_mol": 1.45, "energy_ev": -48916.642, "spin_multiplicity": 6, "species": ["Fe", "O", "H", "H", "O", "H", "H", "O", "H", "H", "O", "H", "H", "O", "H", "H", "O", "H", "H", "O", "H", "H"], "positions_angstrom": [[0.026227, -0.048727, 0.188136], [0.044227, -1.915727, 1.402136], [0.180227, -2.796727, 1.033136], [0.444227, -1.947727, 2.271136], [0.981227, 1.732273, 0.303136], [0.475227, 2.541273, 0.623136], [1.787227, 2.046273, -0.204864], [-1.743773, 1.014273, -0.188864], [-2.332773, 0.737273, -0.924864], [-2.323773, 1.543273, 0.346136], [-0.542773, 0.573273, 2.202136], [0.081227, 0.829273, 2.913136], [-1.386773, 0.707273, 2.650136], [1.886227, -0.805727, -0.411864], [2.723227, -0.363727, -0.264864], [2.090227, -1.579727, -0.892864], [0.218227, 0.681273, -2.009864], [1.036227, 0.792273, -2.599864], [-0.340773, 1.475273, -2.296864], [-0.957773, -1.519727, -1.056864], [-0.692773, -1.554727, -1.993864], [-1.652773, -2.140727, -1.086864]], "forces_ev_per_angstrom": [[-0.576, -0.725, -0.369], [-0.195, 0.884, -0.820], [-0.050, -0.287, -0.255], [0.149, 0.053, 0.781], [0.497, 1.509, 0.276], [0.958, -1.049, -0.397], [-1.193, -0.261, 0.707], [-0.003, -0.915, -1.138], [0.402, -0.092, 0.194], [-0.456, 0.764, 0.996], [0.790, 0.365, 0.299], [0.204, -0.113, -0.409], [-0.698, -0.298, -0.170], [-0.882, 1.721, 1.011], [0.661, 0.292, 0.244], [0.260, -1.903, -1.026], [0.357, 1.638, -1.661], [-1.338, -0.484, 1.079], [0.829, -1.406, 0.518], [1.855, 1.311, -0.841], [0.389, 0.528, -0.003], [-1.958, -1.532, 0.982]], "lowdin_spin": [4.460, 0.077, 0.002, 0.002, 0.095, 0.003, 0.004, 0.074, 0.002, 0.003, 0.065, 0.002, 0.003, 0.070, 0.003, 0.003, 0.060, 0.002, 0.001, 0.065, 0.001, 0.004]}

=====

{"formula": "FeH8O8P", "method": "wB97M-V/def2-TZVPD", "e_homo_ha": [-0.0680, -0.0672], "total_charge": -1, "homo_lumo_gap_ev": [3.468, 3.407], "de_lowest_kcal_mol": 10.51, "energy_ev": -60189.275, "spin_multiplicity": 5, "species": ["Fe", "P", "O", "O", "O", "O", "O", "H", "H", "O", "H", "H", "O", "H", "H", "O", "H", "H"], "positions_angstrom": [[0.048215, -0.043111, -0.003567], [-1.676198, -0.119133, 1.904675], [-1.699641, 0.385962, 3.329221], [-3.005610, -0.820187, 1.609260], [-0.428265, -1.037459, 1.569286], [-1.446054, 0.988144, 0.819788], [1.596777, -1.237450, -0.725185], [2.166245, -1.715585, -0.106824], [1.898122, -1.495204, -1.607009], [1.749414, 1.193546, 0.896864], [2.600846, 0.846191, 1.185653], [1.914929, 2.116206, 0.670461], [0.244576, 1.367050, -1.584731], [-0.417305, 2.066446, -1.448331], [0.892652, 1.728915, -2.202039], [-1.344097, -1.044088, -1.394663], [-1.988809, -1.514555, -0.820849], [-1.105796, -1.665690, -2.092011]], "forces_ev_per_angstrom": [[-0.691, 0.074, 1.214], [-3.184, -0.029, 2.158], [1.076, 0.275, -0.109], [0.541, -0.676, -1.056], [1.205, -1.034, -0.405], [0.664, 1.420, -1.227], [1.223, -0.683, -0.607], [-0.341, 0.077, 0.117], [-0.169, 0.034, 0.129], [0.570, 0.248, -0.125], [-0.195, -0.059, 0.123], [-0.245, -0.046, 0.123], [0.082, 0.977, -0.880], [-0.116, -0.450, 0.286], [-0.033, -0.107, 0.158], [-0.467, -0.598, -0.401], [0.129, 0.597, 0.318], [-0.050, -0.017, 0.186]], "lowdin_spin": [3.621, 0.009, 0.008, 0.007, 0.135, 0.081, 0.028, 0.003, 0.005, 0.025, 0.002, 0.002, 0.034, 0.002, 0.006, 0.029, 0.001, 0.002]}

=====

{"formula": "H10HfN3O14", "method": "wB97M-V/def2-TZVPD", "e_homo_ha": -0.5066, "total_charge": 1, "homo_lumo_gap_ev": 5.949, "energy_ev": -34581.243, "species": ["Hf", "N", "O", "O", "O", "N", "O", "O", "O", "N", "O", "O", "O", "O", "H", "H", "O", "H", "H", "O", "H", "H", "O", "H", "H", "O", "H", "H"], "positions_angstrom": [[18.000000, -22.169000, 6.067000], [21.344000, -22.478000, 6.610000], [21.671000, -21.619000, 7.436000], [22.038000, -22.579000, 5.606000], [20.091000, -22.441000, 6.461000], [18.392000, -25.242000, 4.675000], [18.414000, -24.122000, 5.319000], [17.220000, -25.678000, 4.529000], [19.093000, -25.237000, 3.651000], [17.620000, -24.076000, 8.730000], [17.259000, -23.579000, 9.761000], [17.034000, -25.068000, 8.244000], [18.236000, -23.392000, 7.895000], [14.928000, -25.815000, 6.423000], [15.423000, -25.907000, 7.219000], [15.620000, -25.803000, 5.792000], [16.144000, -23.182000, 5.904000], [15.499000, -23.327000, 6.598000], [15.769000, -23.417000, 5.091000], [19.037000, -21.890000, 4.136000], [19.899000, -21.422000, 3.928000], [18.727000, -22.316000, 3.291000], [14.349000, -26.132000, 2.747000], [13.769000, -26.462000, 3.518000], [15.197000, -26.338000, 3.056000], [17.549000, -25.027000, 1.236000], [18.058000, -25.529000, 0.615000], [17.993000, -25.329000, 2.020000]], "forces_ev_per_angstrom": [[6.720, -7.983, 1.978], [3.809, 8.237, -1.635], [0.904, -2.067, 2.447], [-0.140, -3.300, -0.229], [-7.519, -0.773, -0.966], [-4.973, 3.294, -7.225], [1.099, 2.438, 2.812], [1.007, -1.942, 2.214], [2.113, -1.565, 2.178], [-7.063, -2.026, 0.480], [1.506, 0.103, 1.190], [1.591, -0.407, 0.573], [2.821, 4.737, -3.769], [-1.497, 0.742, -0.047], [0.373, -0.317, 1.390], [1.144, -0.304, -1.333], [0.781, 2.430, 1.736], [-0.781, -0.742, 0.654], [-1.246, -1.259, -2.309], [-0.204, 1.116, -1.521], [-0.972, -0.749, 0.482], [0.470, 0.275, 0.792], [-3.279, -0.130, 1.583], [1.119, 0.736, -1.911], [2.223, -0.569, 0.411], [-0.248, 0.501, 0.210], [0.169, -0.305, -1.265], [0.072, -0.171, 1.081]], "mulliken_charge": [1.661, 0.764, -0.459, -0.474, -0.446, 0.710, -0.018, -0.485, -0.546, 0.781, -0.472, -0.512, -0.347, -0.613, 0.367, 0.370, -0.294, 0.344, 0.305, -0.426, 0.366, 0.370, -0.635, 0.342, 0.299, -0.600, 0.325, 0.326]}